Entry 1:
The following is a DFT calculation (ωB97M-V/def2-TZVPD) of a molecular structure, C20H62FeO20 at a distorted geometry.

Computed properties:
* E_HOMO (alpha / beta): -10.45 / -10.43 eV
* LUMO (alpha / beta): -0.1371 / -0.2977 Eh
* gap between HOMO and LUMO (alpha / beta): 6.7179 / 2.3262 eV

```
! RIJCOSX wB97M-V def2-TZVPD def2/J DEFGRID3
* xyz 1 6
Fe 3.7217 -0.6362 1.4521
C 0.0482 1.6297 1.2266
C 1.1115 0.5898 1.3821
C 0.8600 -0.7082 0.4436
O 1.7975 -1.4230 0.4180
C -0.3585 -0.9000 -0.4063
C -1.3643 0.0477 -0.2235
C -1.0820 1.4003 0.5179
O -1.8777 2.3830 0.3936
O -2.4813 -0.1603 -0.8862
O 2.1809 0.6179 2.0427
H 0.2673 2.5567 1.7356
H -0.5193 -1.7890 -0.9982
C 1.8969 2.2060 -2.1360
C 1.7467 0.9801 -2.9647
O 2.8993 0.1809 -2.7740
H 1.1341 2.8913 -2.5055
H 2.9278 2.5600 -2.1247
H 1.5254 2.1245 -1.1145
H 1.4985 1.3520 -3.9588
H 0.9291 0.4273 -2.5021
H 3.4864 0.3810 -3.5067
C -5.4131 0.1994 -5.2906
C -4.6131 0.0623 -3.9860
O -5.3331 -0.6858 -3.0188
H -5.3290 -0.6914 -5.9131
H -5.0796 1.0812 -5.8377
H -6.4494 0.4022 -5.0203
H -4.4148 1.0642 -3.6051
H -3.6085 -0.3123 -4.1824
H -4.6851 -0.8106 -2.3215
C 1.1133 4.7391 3.8053
C -0.3055 4.6476 4.2498
O -1.0493 5.2766 3.2171
H 1.3466 4.2407 2.8645
H 1.7968 4.3477 4.5589
H 1.3984 5.7910 3.7889
H -0.4389 5.0083 5.2697
H -0.7589 3.6564 4.2367
H -1.9487 5.5044 3.4636
C 5.9592 -3.5396 0.9238
C 5.8945 -2.2243 0.1197
O 4.5484 -1.8720 -0.0198
H 5.1726 -3.5632 1.6780
H 6.9214 -3.5676 1.4352
H 5.9314 -4.4764 0.3674
H 6.4431 -2.3707 -0.8107
H 6.5116 -1.4945 0.6438
H 4.1644 -2.3838 -0.7354
C 1.3711 -4.8651 0.4759
C 2.1984 -5.2244 -0.7839
O 2.5707 -6.5197 -0.5289
H 0.4670 -5.4726 0.5139
H 1.0465 -3.8353 0.3265
H 1.9643 -4.9514 1.3863
H 3.0929 -4.6216 -0.9408
H 1.5935 -5.1174 -1.6843
H 2.7845 -6.8864 -1.3899
C -3.2487 0.8916 3.8462
C -2.5896 -0.4482 3.3574
O -1.2268 -0.3735 3.5830
H -2.7123 1.8052 3.5902
H -3.2111 0.6981 4.9183
H -4.2433 0.9247 3.4014
H -2.7173 -0.6722 2.2983
H -3.1037 -1.3038 3.7953
H -1.0016 0.4349 3.1167
C -1.9216 -5.0918 -3.1482
C -1.5713 -3.7294 -2.5301
O -2.3969 -2.7441 -3.0537
H -1.9036 -5.1185 -4.2378
H -2.8910 -5.3756 -2.7386
H -1.2202 -5.7954 -2.6997
H -0.5391 -3.4696 -2.7654
H -1.5311 -3.8456 -1.4471
H -2.5536 -2.0461 -2.4136
O -4.1028 3.9022 1.5250
H -3.1894 3.6645 1.3654
H -4.0634 4.5436 2.2345
O -2.0708 5.3671 -1.8273
H -1.2948 5.4230 -2.3849
H -1.7501 4.9938 -1.0063
O -0.4048 4.9622 0.5523
H -0.5187 5.0827 1.4950
H -0.6525 4.0511 0.3951
O 2.1677 -2.3309 -2.2690
H 1.4931 -2.4305 -1.5972
H 2.2882 -1.3847 -2.3497
O -5.1443 1.3003 0.0963
H -4.2872 0.9679 -0.1705
H -4.9477 2.0704 0.6297
O -3.4024 2.7001 -2.0944
H -2.9359 2.1482 -1.4667
H -3.1597 3.5944 -1.8545
O 3.3316 -2.3405 2.7282
H 2.7402 -3.0385 3.0097
H 3.9545 -2.2485 3.4492
O 3.9758 0.7634 -0.0553
H 4.3380 1.6433 0.0486
H 3.7931 0.6881 -0.9919
O 3.0020 1.6043 4.5431
H 3.6539 0.9097 4.6371
H 2.5574 1.4061 3.7189
*
```

Entry 2:
The following is a DFT calculation (ωB97M-V/def2-TZVPD) of a molecular structure, C20H63B2N5O5Pt at a distorted geometry.

Computed properties:
* E_HOMO (alpha / beta): -9.03 / -9.03 eV
* LUMO (alpha / beta): -0.1154 / -0.1853 Eh
* relative energy (zero: lowest compared OMol25 entry of this formula, charge and spin): 154.6 kcal/mol
* gap between HOMO and LUMO (alpha / beta): 5.8864 / 3.9839 eV

```
! RIJCOSX wB97M-V def2-TZVPD def2/J DEFGRID3
* xyz 0 3
Pt 2.2080 -0.7088 2.7122
B 1.2240 -1.9077 0.0264
H 1.0343 -2.3203 1.0052
H 0.6129 -2.3705 -0.7330
H 0.8871 -0.8843 0.0834
H 2.2685 -1.8839 -0.2432
B 3.7218 -2.7940 4.7672
H 3.7094 -3.1365 3.7441
H 4.5841 -3.1443 5.3132
H 3.6936 -1.7156 4.7876
H 2.8592 -3.2326 5.2444
C 4.1697 4.2599 1.2627
C 4.0794 2.7352 1.2273
C 5.2957 2.0272 1.8401
O 5.0257 0.6094 1.7532
C 5.8297 -0.1784 0.9168
N 2.8382 2.3935 1.9439
H 3.2086 4.6682 0.9501
H 4.9971 4.5598 0.6196
H 4.3967 4.6017 2.2725
H 3.9982 2.3517 0.2103
H 5.5089 2.3861 2.8470
H 6.1957 2.2592 1.2707
H 5.5446 -1.2301 0.9459
H 6.8295 -0.1531 1.3503
H 5.8180 0.2096 -0.1017
H 2.9217 2.8776 2.8264
H 2.0484 2.9196 1.5983
C -3.5200 0.9457 -2.2487
C -3.6088 1.6696 -0.9047
C -4.4267 0.9917 0.1417
O -5.7128 0.6463 -0.4026
C -6.6157 0.0843 0.5077
N -2.2011 1.9807 -0.5354
H -4.4682 1.0705 -2.7715
H -3.2045 -0.0925 -2.1456
H -2.7480 1.3552 -2.9003
H -4.1474 2.6129 -0.9952
H -4.6604 1.6086 1.0094
H -3.9225 0.0507 0.3615
H -6.1360 -0.7728 0.9803
H -7.4661 -0.3356 -0.0296
H -6.8770 0.8446 1.2438
H -1.7292 1.1020 -0.3764
H -1.7846 2.4333 -1.3365
C -2.7360 -4.8880 -0.7183
C -2.1690 -5.3495 -2.0652
C -0.8368 -6.1388 -1.8925
O -0.1871 -6.3901 -3.1054
C 0.3519 -5.3016 -3.7903
N -3.1996 -5.9434 -2.9349
H -3.7182 -4.4155 -0.7311
H -2.0072 -4.2775 -0.1851
H -2.9304 -5.7209 -0.0425
H -1.8741 -4.4157 -2.5441
H -1.0948 -7.1152 -1.4825
H -0.1673 -5.5866 -1.2330
H 0.9019 -5.7163 -4.6350
H 1.0152 -4.6468 -3.2253
H -0.4601 -4.7360 -4.2473
H -3.2235 -6.8990 -2.6088
H -2.6998 -5.9829 -3.8116
C 0.9686 4.7870 -7.4385
C 1.8422 5.2299 -6.2319
C 2.7276 4.0550 -5.7533
O 1.9744 3.1395 -4.9535
C 2.4918 1.8298 -4.8285
N 2.5492 6.3709 -6.7009
H 1.4792 4.7385 -8.4003
H 0.0947 5.4220 -7.5843
H 0.5332 3.8180 -7.1948
H 1.1973 5.3997 -5.3698
H 3.4805 4.3927 -5.0412
H 3.2210 3.6445 -6.6343
H 2.8527 1.4854 -5.7977
H 1.7860 1.1042 -4.4243
H 3.2981 1.9205 -4.1006
H 3.0270 6.1543 -7.5640
H 3.3527 6.3777 -6.0890
C -1.8338 -2.3006 5.2430
C -2.0557 -0.7529 5.2436
C -2.9232 -0.3406 6.4313
O -3.5608 0.9155 6.1970
C -4.3318 1.4601 7.2585
N -0.7508 -0.0527 5.1184
H -2.7011 -2.9602 5.2718
H -1.3267 -2.6189 6.1538
H -1.1061 -2.6655 4.5183
H -2.5399 -0.5450 4.2894
H -2.1783 -0.3327 7.2270
H -3.6048 -1.1638 6.6458
H -5.1397 1.9992 6.7637
H -3.9151 2.2196 7.9200
H -4.7715 0.6761 7.8750
H -1.1000 0.8942 5.1589
H -0.2823 -0.1707 6.0054
*
```